Run P
DFT (wB97M-V/def2-TZVPD) results for a cluster of 7 separate species, C15H44N2O7 in total.

Last column: natural (NBO) charge in e.
CARTESIAN COORDINATES (ANGSTROEM)
N: 1.148 -0.582 -0.025  -0.87
C: 0.619 -1.814 0.115  0.76
N: -0.557 -1.984 -0.440  -0.82
O: 1.161 -2.874 0.763  -0.75
H: 2.034 -0.529 0.514  0.42
H: 0.498 0.174 -0.218  0.42
H: -1.003 -2.849 -0.221  0.40
H: -1.111 -1.363 -0.913  0.38
C: 0.144 0.573 -5.528  -0.65
C: -1.140 0.105 -4.870  0.13
C: -0.870 -0.828 -3.706  -0.63
O: -1.991 0.948 -4.677  -0.66
H: 0.998 0.125 -5.082  0.21
H: 0.140 1.640 -5.564  0.20
H: 0.100 0.274 -6.551  0.22
H: -1.686 -0.516 -5.604  0.15
H: -0.605 -0.244 -2.770  0.17
H: -0.130 -1.542 -3.912  0.22
H: -1.825 -1.258 -3.392  0.20
H: -1.618 1.674 -4.187  0.44
C: -2.637 0.663 -1.008  -0.65
C: -1.681 1.486 -0.199  0.13
C: -1.782 1.065 1.267  -0.64
O: -0.495 1.447 -0.641  -0.70
H: -3.620 1.075 -0.708  0.22
H: -2.520 -0.315 -0.657  0.19
H: -2.566 0.755 -2.066  0.21
H: -2.060 2.613 -0.192  0.12
H: -1.066 1.607 1.836  0.21
H: -1.416 0.009 1.463  0.22
H: -2.753 1.256 1.680  0.22
H: -0.593 1.861 -1.528  0.49
C: -2.257 -2.283 2.661  -0.64
C: -2.220 -3.770 3.010  0.13
C: -1.860 -4.116 4.440  -0.61
O: -3.276 -4.343 2.900  -0.69
H: -2.818 -1.819 3.433  0.20
H: -2.845 -2.082 1.770  0.19
H: -1.245 -1.905 2.590  0.21
H: -1.443 -4.151 2.314  0.13
H: -1.066 -3.510 4.788  0.19
H: -1.499 -5.142 4.562  0.21
H: -2.711 -3.988 5.057  0.20
H: -3.394 -4.651 2.032  0.47
C: 2.783 2.081 -0.667  -0.63
C: 2.703 2.728 -1.984  0.09
C: 2.232 1.827 -3.002  -0.62
O: 1.975 3.757 -2.081  -0.71
H: 1.803 1.742 -0.354  0.21
H: 3.170 2.895 -0.044  0.22
H: 3.456 1.188 -0.623  0.21
H: 3.740 3.115 -2.256  0.12
H: 2.997 1.113 -3.221  0.22
H: 1.836 2.250 -3.899  0.22
H: 1.407 1.171 -2.781  0.19
H: 2.346 4.551 -1.655  0.47
C: 0.711 -0.799 3.719  -0.26
O: 1.554 0.002 4.493  -0.74
H: 1.461 -1.519 3.283  0.22
H: 0.226 -0.097 3.017  0.16
H: -0.014 -1.330 4.419  0.17
H: 1.025 0.672 4.992  0.46
C: 3.223 1.971 2.603  -0.23
O: 3.982 3.120 2.443  -0.73
H: 3.487 1.456 3.506  0.18
H: 3.329 1.311 1.698  0.17
H: 2.207 2.194 2.634  0.15
H: 3.882 3.712 3.226  0.47

Computed properties:
HOMO level in Ha: -0.3383
LUMO energy in eV: 0.23
HOMO-LUMO gap in eV: 9.4

Run Q
DFT (wB97M-V/def2-TZVPD) results for a cluster of 7 separate species, C15H44N2O7 in total.

Last column: natural (NBO) charge in e.
CARTESIAN COORDINATES (ANGSTROEM)
N: 1.719 -2.277 -2.056  -0.86
C: 1.031 -3.140 -1.258  0.79
N: 1.416 -4.416 -1.509  -0.83
O: 0.177 -2.790 -0.427  -0.73
H: 1.494 -1.258 -2.039  0.43
H: 2.078 -2.566 -2.940  0.39
H: 2.368 -4.371 -1.887  0.38
H: 1.242 -5.180 -0.895  0.40
C: 1.016 -0.765 3.928  -0.64
C: 0.672 -0.296 5.306  0.11
C: -0.539 0.707 5.377  -0.64
O: 0.395 -1.449 6.099  -0.72
H: 1.096 0.011 3.175  0.23
H: 0.136 -1.253 3.481  0.21
H: 1.846 -1.445 3.924  0.22
H: 1.539 0.194 5.823  0.15
H: -1.353 0.103 4.941  0.21
H: -0.385 1.592 4.780  0.22
H: -0.852 0.868 6.432  0.20
H: -0.064 -1.106 6.881  0.46
C: -5.198 1.024 -4.446  -0.62
C: -4.712 1.732 -3.201  0.10
C: -3.485 1.048 -2.596  -0.64
O: -4.380 3.083 -3.609  -0.74
H: -5.960 1.635 -4.926  0.22
H: -5.562 0.004 -4.248  0.21
H: -4.369 0.928 -5.137  0.21
H: -5.491 1.783 -2.464  0.16
H: -2.618 1.059 -3.253  0.21
H: -3.683 0.003 -2.242  0.22
H: -3.179 1.644 -1.722  0.20
H: -4.102 3.655 -2.896  0.47
C: -0.007 2.483 -1.915  -0.63
C: 0.402 1.124 -2.385  0.08
C: 0.882 1.005 -3.782  -0.62
O: 1.472 0.639 -1.504  -0.78
H: -0.320 2.451 -0.880  0.22
H: -0.895 2.817 -2.477  0.21
H: 0.730 3.252 -2.106  0.22
H: -0.408 0.371 -2.338  0.16
H: 1.832 1.530 -3.881  0.21
H: 0.221 1.394 -4.542  0.22
H: 1.114 -0.020 -4.019  0.20
H: 0.968 0.309 -0.706  0.51
C: 4.110 0.043 0.302  -0.63
C: 4.067 1.555 0.411  0.08
C: 3.419 2.112 1.636  -0.63
O: 5.464 1.984 0.300  -0.72
H: 3.115 -0.415 0.151  0.22
H: 4.477 -0.368 1.244  0.19
H: 4.797 -0.318 -0.463  0.22
H: 3.592 1.916 -0.542  0.19
H: 3.510 3.184 1.624  0.22
H: 3.999 1.737 2.470  0.19
H: 2.397 1.808 1.766  0.22
H: 5.874 1.584 1.068  0.45
C: -1.663 -3.808 1.926  -0.26
O: -2.184 -2.730 1.051  -0.76
H: -2.012 -4.738 1.464  0.16
H: -0.546 -3.845 1.891  0.18
H: -2.061 -3.662 2.909  0.19
H: -1.834 -2.988 0.168  0.48
C: -1.386 0.418 0.810  -0.25
O: -0.111 -0.190 0.798  -0.77
H: -1.111 1.473 0.966  0.17
H: -1.949 0.235 -0.091  0.17
H: -2.090 0.050 1.574  0.19
H: -0.160 -1.154 0.707  0.52

Computed properties:
HOMO level in Ha: -0.3638
LUMO energy in eV: 0.46
HOMO-LUMO gap in eV: 10.4

Which is the most stable structure? run Q is the most stable.

Run P
DFT (wB97M-V/def2-TZVPD) results for a cluster of 2 separate species, C4H14N2 in total.

Last column: natural (NBO) charge in e.
CARTESIAN COORDINATES (ANGSTROEM)
C: 1.489 1.116 1.577  -0.62
C: 0.571 1.455 2.786  -0.22
N: -0.280 0.460 3.373  -0.85
H: 0.823 1.004 0.703  0.21
H: 2.119 0.323 1.826  0.21
H: 2.088 2.070 1.264  0.22
H: -0.166 2.305 2.669  0.17
H: 1.189 1.716 3.665  0.17
H: -0.278 -0.395 2.863  0.35
H: -1.217 0.700 3.570  0.36
C: -0.128 -2.205 -2.602  -0.40
N: -0.262 -1.041 -1.777  -0.63
C: -1.081 0.141 -2.528  -0.42
H: 0.339 -1.974 -3.506  0.19
H: -1.191 -2.609 -2.920  0.13
H: 0.388 -2.992 -2.048  0.20
H: -0.751 -1.224 -0.865  0.35
H: -2.084 -0.248 -2.528  0.19
H: -0.912 1.070 -2.033  0.20
H: -0.656 0.327 -3.488  0.20

Computed properties:
HOMO level in Ha: -0.3172
LUMO energy in eV: 0.94
HOMO-LUMO gap in eV: 9.6

Run Q
DFT (wB97M-V/def2-TZVPD) results for a cluster of 2 separate species, C4H14N2 in total.

Last column: natural (NBO) charge in e.
CARTESIAN COORDINATES (ANGSTROEM)
C: 0.492 1.956 -0.331  -0.63
C: -0.347 2.058 -1.570  -0.40
C: -0.451 0.652 -2.235  -0.61
H: 0.147 1.002 0.243  0.21
H: 0.378 2.823 0.280  0.21
H: 1.566 1.805 -0.449  0.21
H: 0.179 2.633 -2.442  0.19
H: -1.288 2.577 -1.567  0.21
H: -1.252 0.671 -3.075  0.21
H: 0.597 0.523 -2.515  0.21
H: -0.854 -0.168 -1.604  0.19
N: 0.882 -2.459 1.325  -0.90
C: 0.437 -1.058 1.312  -0.05
N: -1.019 -0.962 1.502  -0.86
H: 1.772 -2.565 1.749  0.37
H: 0.263 -3.222 1.347  0.37
H: 0.810 -0.486 2.262  0.17
H: 0.775 -0.596 0.297  0.19
H: -1.448 -0.983 0.590  0.35
H: -1.471 -1.721 2.033  0.36

Computed properties:
HOMO level in Ha: -0.3164
LUMO energy in eV: 1.10
HOMO-LUMO gap in eV: 9.7

Run R
DFT (wB97M-V/def2-TZVPD) results for a cluster of 2 separate species, C4H14N2 in total.

Last column: natural (NBO) charge in e.
CARTESIAN COORDINATES (ANGSTROEM)
C: -2.132 -0.124 0.639  -0.40
N: -1.690 0.029 1.989  -0.66
C: -0.793 -0.957 2.545  -0.41
H: -2.907 0.632 0.522  0.20
H: -2.444 -1.137 0.398  0.19
H: -1.320 0.102 -0.031  0.16
H: -1.701 0.940 2.397  0.37
H: -0.513 -1.636 1.755  0.18
H: 0.140 -0.602 2.978  0.19
H: -1.302 -1.617 3.262  0.18
C: 1.138 1.428 -1.029  -0.43
N: 0.986 0.561 -2.210  -0.61
C: 1.801 -0.647 -2.070  -0.41
H: 2.162 1.751 -0.847  0.17
H: 0.821 0.844 -0.162  0.19
H: 0.378 2.205 -1.104  0.20
H: 1.344 1.096 -2.992  0.34
H: 1.429 -1.209 -1.212  0.19
H: 1.750 -1.254 -2.955  0.20
H: 2.854 -0.407 -1.873  0.16

Computed properties:
HOMO level in Ha: -0.2939
LUMO energy in eV: 1.05
HOMO-LUMO gap in eV: 9.0

Which is the most stable structure? run R is the most stable.

Run P
DFT (wB97M-V/def2-TZVPD) results for a structure of composition C4H14N2.

Last column: natural (NBO) charge in e.
CARTESIAN COORDINATES (ANGSTROEM)
C: 1.340 0.555 0.309  -0.03
C: 0.998 2.006 0.194  -0.68
N: 1.192 -0.102 -1.526  -0.95
H: 1.412 0.629 -2.199  0.38
H: 1.483 -0.932 -2.035  0.39
H: 0.768 -0.001 1.038  0.23
H: 2.400 0.337 0.354  0.20
H: -0.055 2.152 -0.048  0.24
H: 1.190 2.503 1.153  0.25
H: 1.596 2.500 -0.574  0.21
C: -1.929 0.025 0.375  -0.41
C: -0.767 -2.032 0.519  -0.41
N: -0.991 -0.848 -0.268  -0.79
H: 0.068 -0.508 -1.207  0.46
H: -2.180 0.877 -0.265  0.18
H: -1.555 0.417 1.346  0.12
H: -2.884 -0.474 0.612  0.16
H: -1.693 -2.593 0.721  0.17
H: -0.083 -2.705 -0.008  0.18
H: -0.309 -1.806 1.508  0.12

Computed properties:
HOMO level in Ha: -0.2289
LUMO energy in eV: 0.49
HOMO-LUMO gap in eV: 6.7

Run Q
DFT (wB97M-V/def2-TZVPD) results for a cluster of 2 separate species, C4H14N2 in total.

Last column: natural (NBO) charge in e.
CARTESIAN COORDINATES (ANGSTROEM)
C: 1.243 1.797 -0.829  -0.42
N: 1.392 0.390 -0.453  -0.62
C: 2.684 0.047 0.126  -0.41
H: 0.932 2.373 0.042  0.19
H: 2.178 2.224 -1.208  0.17
H: 0.441 1.870 -1.559  0.20
H: 1.328 -0.141 -1.310  0.34
H: 3.515 0.192 -0.584  0.16
H: 2.694 -1.007 0.394  0.20
H: 2.864 0.642 1.020  0.20
C: -2.399 0.242 0.070  -0.41
N: -1.278 -0.539 0.580  -0.63
C: -1.651 -1.911 0.899  -0.42
H: -2.925 0.599 0.963  0.19
H: -2.023 1.102 -0.482  0.19
H: -3.122 -0.287 -0.564  0.16
H: -0.526 -0.599 -0.095  0.37
H: -0.920 -2.646 0.559  0.19
H: -2.625 -2.210 0.473  0.17
H: -1.802 -2.138 1.959  0.18

Computed properties:
HOMO level in Ha: -0.3074
LUMO energy in eV: 0.99
HOMO-LUMO gap in eV: 9.4

Which is the most stable structure? run Q is the most stable.

Run P
DFT (wB97M-V/def2-TZVPD) results for a cluster of 2 separate species, C11H15N in total.

Last column: natural (NBO) charge in e.
CARTESIAN COORDINATES (ANGSTROEM)
C: 0.732 -2.221 -0.676  -0.63
C: 0.716 -1.000 -1.522  -0.08
C: 0.438 -0.842 -2.830  -0.03
N: 0.381 0.500 -3.154  -0.53
C: 0.723 1.236 -2.046  0.14
C: 0.665 2.629 -1.852  -0.24
C: 0.908 3.076 -0.583  -0.21
C: 1.308 2.175 0.451  -0.24
C: 1.207 0.817 0.283  -0.18
C: 0.848 0.340 -0.989  -0.11
H: 0.094 -3.022 -1.054  0.22
H: 0.394 -2.056 0.348  0.22
H: 1.741 -2.617 -0.533  0.22
H: 0.197 -1.531 -3.621  0.21
H: 0.307 0.932 -4.059  0.41
H: 0.259 3.271 -2.621  0.21
H: 0.613 4.055 -0.230  0.21
H: 1.495 2.650 1.404  0.21
H: 1.433 0.163 1.119  0.21
C: -1.957 -1.670 3.222  -0.61
C: -1.665 -0.485 2.318  -0.61
H: -2.110 -1.410 4.271  0.20
H: -2.872 -2.208 2.957  0.20
H: -1.103 -2.346 3.175  0.20
H: -2.532 0.101 1.990  0.21
H: -1.045 0.230 2.852  0.20
H: -1.179 -0.767 1.379  0.21

Computed properties:
HOMO level in Ha: -0.2910
LUMO energy in eV: 0.95
HOMO-LUMO gap in eV: 8.9

Run Q
DFT (wB97M-V/def2-TZVPD) results for a cluster of 2 separate species, C11H15N in total.

Last column: natural (NBO) charge in e.
CARTESIAN COORDINATES (ANGSTROEM)
C: 2.607 -1.493 -1.792  -0.64
C: 1.244 -1.590 -1.323  -0.07
C: 0.495 -2.732 -1.155  -0.08
N: -0.813 -2.292 -0.690  -0.52
C: -0.874 -1.017 -0.911  0.18
C: -2.002 -0.100 -0.859  -0.26
C: -1.656 1.223 -0.804  -0.20
C: -0.368 1.798 -0.780  -0.28
C: 0.651 0.962 -0.898  -0.17
C: 0.442 -0.453 -1.092  -0.12
H: 2.606 -1.842 -2.855  0.23
H: 3.565 -1.905 -1.355  0.23
H: 2.882 -0.386 -1.782  0.21
H: 0.828 -3.753 -1.090  0.21
H: -1.525 -3.060 -0.536  0.42
H: -3.049 -0.518 -0.929  0.22
H: -2.644 1.877 -0.678  0.21
H: -0.172 2.865 -0.701  0.23
H: 1.667 1.332 -0.896  0.21
C: -0.512 0.597 2.684  -0.61
C: -0.409 2.212 2.633  -0.59
H: -1.174 0.178 1.996  0.20
H: 0.534 0.357 2.211  0.21
H: -0.754 0.172 3.823  0.20
H: -1.291 2.511 3.340  0.19
H: 0.478 2.614 2.796  0.19
H: -0.756 2.441 1.645  0.21

Computed properties:
HOMO level in Ha: -0.2915
LUMO energy in eV: 0.89
HOMO-LUMO gap in eV: 8.8

Which is the most stable structure? run P is the most stable.

Run P
DFT (wB97M-V/def2-TZVPD) results for a cluster of 2 separate species, C11H15N in total.

Last column: natural (NBO) charge in e.
CARTESIAN COORDINATES (ANGSTROEM)
C: -1.521 -2.851 0.544  -0.65
C: -0.266 -2.014 0.368  -0.04
C: 0.910 -2.231 1.156  -0.07
N: 1.810 -1.267 0.579  -0.53
C: 1.262 -0.616 -0.504  0.16
C: 1.720 0.453 -1.359  -0.25
C: 0.843 0.992 -2.263  -0.22
C: -0.486 0.593 -2.254  -0.24
C: -1.000 -0.441 -1.413  -0.17
C: -0.086 -1.026 -0.599  -0.15
H: -1.313 -3.928 0.251  0.23
H: -2.410 -2.622 -0.132  0.22
H: -1.946 -2.795 1.565  0.22
H: 0.879 -2.609 2.154  0.23
H: 2.779 -1.038 0.710  0.41
H: 2.610 1.001 -1.039  0.21
H: 1.091 1.916 -2.790  0.22
H: -1.071 1.150 -2.965  0.21
H: -2.046 -0.690 -1.285  0.22
C: -0.936 1.767 1.239  -0.66
C: 0.338 2.681 1.112  -0.62
H: -1.874 2.434 0.843  0.22
H: -0.488 0.910 0.549  0.24
H: -0.993 1.399 2.334  0.21
H: 1.133 2.432 1.856  0.20
H: 0.180 3.800 1.275  0.20
H: 0.881 2.600 0.068  0.20

Computed properties:
HOMO level in Ha: -0.2874
LUMO energy in eV: 0.82
HOMO-LUMO gap in eV: 8.6

Run Q
DFT (wB97M-V/def2-TZVPD) results for a cluster of 2 separate species, C11H15N in total.

Last column: natural (NBO) charge in e.
CARTESIAN COORDINATES (ANGSTROEM)
C: 1.239 0.636 3.372  -0.63
C: 0.461 1.522 2.559  -0.11
C: -0.340 2.730 2.806  -0.02
N: -0.953 3.158 1.690  -0.52
C: -0.832 2.160 0.760  0.13
C: -1.348 2.115 -0.553  -0.22
C: -0.890 1.126 -1.417  -0.23
C: 0.060 0.173 -0.934  -0.23
C: 0.518 0.171 0.375  -0.21
C: 0.042 1.170 1.245  -0.09
H: 2.235 0.920 3.554  0.22
H: 1.428 -0.180 2.550  0.21
H: 0.739 0.178 4.203  0.22
H: -0.350 3.159 3.835  0.21
H: -1.514 3.992 1.704  0.42
H: -1.907 2.850 -0.850  0.19
H: -1.251 0.921 -2.447  0.22
H: 0.631 -0.495 -1.589  0.21
H: 1.502 -0.194 0.686  0.21
C: -0.173 -2.874 -3.305  -0.62
C: 0.253 -3.753 -2.081  -0.62
H: -0.267 -3.295 -4.322  0.21
H: -1.086 -2.370 -3.156  0.21
H: 0.558 -2.130 -3.493  0.20
H: 0.031 -4.746 -2.253  0.21
H: -0.108 -3.481 -0.973  0.21
H: 1.321 -3.463 -1.967  0.21

Computed properties:
HOMO level in Ha: -0.2765
LUMO energy in eV: 0.89
HOMO-LUMO gap in eV: 8.4

Run R
DFT (wB97M-V/def2-TZVPD) results for a cluster of 2 separate species, C11H15N in total.

Last column: natural (NBO) charge in e.
CARTESIAN COORDINATES (ANGSTROEM)
C: -0.231 -3.038 -0.078  -0.63
C: 0.160 -1.741 -0.711  -0.08
C: 0.082 -1.343 -2.001  -0.03
N: 0.772 -0.155 -2.170  -0.53
C: 1.363 0.193 -0.989  0.14
C: 2.099 1.321 -0.620  -0.24
C: 2.695 1.308 0.631  -0.21
C: 2.434 0.277 1.541  -0.24
C: 1.548 -0.752 1.236  -0.19
C: 0.961 -0.753 -0.029  -0.10
H: -0.544 -2.908 0.961  0.22
H: 0.607 -3.737 -0.101  0.22
H: -1.053 -3.522 -0.594  0.22
H: -0.403 -1.812 -2.841  0.21
H: 0.926 0.297 -3.052  0.41
H: 2.186 2.194 -1.246  0.21
H: 3.372 2.135 0.826  0.21
H: 2.937 0.274 2.502  0.21
H: 1.472 -1.513 1.998  0.22
C: -2.363 2.310 0.360  -0.61
C: -3.024 1.019 0.824  -0.61
H: -2.962 2.890 -0.341  0.20
H: -2.059 2.953 1.189  0.21
H: -1.461 2.116 -0.220  0.21
H: -3.739 0.576 0.123  0.20
H: -3.543 1.110 1.778  0.20
H: -2.231 0.301 1.024  0.21

Computed properties:
HOMO level in Ha: -0.2890
LUMO energy in eV: 0.92
HOMO-LUMO gap in eV: 8.8

Which is the most stable structure? run R is the most stable.